47
Properties=species:S:1:pos:R:3:lowdin_spin:R:1 method="wB97M-V/def2-TZVPD" relative_energy_kcal_mol=0.00 homo_ev="-17.02 / -16.91" spin_multiplicity=3 e_tot_ev=-70612.174 homo_lumo_gap_ha="0.263 / 0.174" charge=+3
W -0.021 -0.194 0.091 0.04
I -5.273 -0.285 -5.515 0.43
C -4.061 -0.040 -3.911 0.15
C -4.618 0.261 -2.651 0.03
C -3.803 0.441 -1.562 0.03
I -4.557 0.858 0.315 0.01
C -2.402 0.325 -1.738 0.15
O -1.598 0.516 -0.711 0.11
C -1.828 0.018 -2.994 0.02
C -0.329 0.006 -3.112 0.00
N 0.337 -0.816 -2.059 0.00
C 1.791 -0.901 -2.344 0.00
C 2.520 -1.409 -1.136 0.00
C 3.740 -2.048 -1.221 0.00
C 4.378 -2.446 -0.056 0.01
C 3.764 -2.204 1.165 0.00
C 2.542 -1.572 1.184 0.00
N 1.926 -1.169 0.050 0.01
C -2.656 -0.167 -4.067 0.08
H -5.692 0.347 -2.548 0.00
H 0.059 1.024 -3.017 0.00
H -0.039 -0.369 -4.095 0.00
H -0.052 -1.761 -2.103 0.00
H 2.143 0.104 -2.592 0.00
H 1.978 -1.540 -3.208 0.00
H 4.184 -2.231 -2.190 0.00
H 5.336 -2.947 -0.101 0.00
H 4.220 -2.509 2.096 0.00
H 2.022 -1.384 2.112 0.00
H -2.248 -0.394 -5.045 0.00
S -0.560 -0.162 2.412 0.00
C -0.228 1.328 3.287 0.00
N 0.620 2.299 3.019 0.00
C 0.603 3.344 4.065 0.00
C -0.431 2.792 5.071 0.00
N -0.860 1.542 4.420 0.00
H 1.212 2.349 2.210 0.00
H 0.299 4.296 3.636 0.00
H 1.593 3.450 4.501 0.00
H -1.280 3.458 5.204 0.00
H 0.005 2.575 6.044 0.00
H -1.529 0.898 4.815 0.00
S -1.744 -4.389 1.267 0.12
C -1.187 -3.061 0.702 0.01
N -0.758 -2.018 0.255 0.06
O 1.565 2.375 0.040 0.41
N 0.918 1.410 0.014 0.32

49
Properties=species:S:1:pos:R:3:nbo_charge:R:1 method="wB97M-V/def2-TZVPD" relative_energy_kcal_mol=2.89 homo_ev=-6.77 e_tot_ev=-303065.374 homo_lumo_gap_ha=0.226
Sr 0.364 0.090 -0.625 1.67
O 0.981 -0.451 -5.335 -0.66
C 0.933 -0.685 -4.022 0.78
O -0.090 -0.734 -3.389 -0.59
C 2.285 -0.886 -3.407 0.08
C 3.483 -0.854 -4.104 -0.19
C 4.652 -1.057 -3.383 -0.15
C 4.589 -1.266 -2.014 -0.20
C 3.339 -1.263 -1.410 0.10
N 2.223 -1.096 -2.103 -0.45
C 3.097 -1.505 0.062 0.80
O 4.150 -1.424 0.884 -0.71
O 2.010 -1.873 0.439 -0.62
H 0.071 -0.298 -5.634 0.51
H 3.494 -0.677 -5.169 0.24
H 5.609 -1.049 -3.887 0.23
H 5.481 -1.426 -1.424 0.24
H 4.521 -0.525 0.775 0.52
Se -1.973 1.355 0.884 -0.74
Se -0.218 2.674 1.735 -0.09
Se 1.610 1.245 2.088 -0.12
Se 3.012 1.562 0.228 -0.69
N -2.011 4.239 -0.946 -0.81
C -1.065 4.978 -1.536 0.66
N -1.205 6.323 -1.525 -0.78
N -0.024 4.498 -2.186 -0.65
C 0.136 3.205 -2.235 0.54
N 0.290 2.058 -2.325 -0.63
H -2.708 4.682 -0.373 0.40
H -1.870 3.246 -0.747 0.45
H -1.821 6.764 -0.867 0.39
H -0.414 6.849 -1.854 0.42
C -0.522 -2.331 2.330 -0.62
Te -1.187 -2.866 0.369 0.40
C -3.128 -2.288 1.059 -0.66
C -3.020 -2.195 2.560 0.06
C -4.162 -2.066 3.345 -0.23
C -4.063 -1.953 4.721 -0.21
C -2.814 -1.965 5.327 -0.21
C -1.674 -2.093 4.552 -0.19
C -1.767 -2.211 3.168 -0.08
H 0.022 -1.388 2.288 0.24
H 0.152 -3.103 2.694 0.24
H -3.861 -3.030 0.748 0.23
H -3.387 -1.323 0.626 0.24
H -5.135 -2.053 2.869 0.21
H -4.958 -1.856 5.322 0.21
H -2.730 -1.877 6.403 0.21
H -0.697 -2.101 5.021 0.21

38
Properties=species:S:1:pos:R:3:nbo_charge:R:1 method="wB97M-V/def2-TZVPD" relative_energy_kcal_mol=6.08 homo_ev=-8.70 e_tot_ev=-25538.670 homo_lumo_gap_ha=0.340 smiles="CCOC(=O)c1cccc(NC(=O)c2ccccc2C)c1"
C -7.127 -0.432 0.052 -0.62
C -5.801 -1.135 0.271 -0.07
H -5.683 -1.989 -0.407 0.19
H -5.709 -1.506 1.299 0.19
O -4.750 -0.202 0.023 -0.51
C -3.502 -0.669 0.171 0.78
O -3.260 -1.806 0.495 -0.58
C -2.474 0.366 -0.107 -0.15
C -1.136 -0.010 -0.043 -0.22
C -0.142 0.928 -0.294 0.22
C -0.504 2.240 -0.603 -0.24
C -1.836 2.606 -0.665 -0.21
C -2.828 1.676 -0.419 -0.19
H -3.869 1.953 -0.465 0.23
H -2.098 3.625 -0.906 0.22
H 0.266 2.974 -0.798 0.20
N 1.218 0.627 -0.242 -0.62
C 1.832 -0.579 -0.019 0.67
O 1.253 -1.626 0.154 -0.58
C 3.325 -0.473 -0.063 -0.19
C 3.991 -1.313 -0.951 -0.16
C 5.368 -1.271 -1.061 -0.22
C 6.089 -0.397 -0.265 -0.19
C 5.432 0.414 0.642 -0.24
C 4.047 0.392 0.762 0.09
C 3.382 1.266 1.786 -0.66
H 3.227 2.273 1.395 0.21
H 4.017 1.354 2.666 0.22
H 2.421 0.861 2.092 0.23
H 6.002 1.076 1.279 0.21
H 7.166 -0.357 -0.340 0.21
H 5.876 -1.920 -1.758 0.22
H 3.410 -1.995 -1.552 0.23
H 1.831 1.410 -0.426 0.40
H -0.886 -1.031 0.199 0.28
H -7.942 -1.126 0.236 0.22
H -7.193 -0.068 -0.969 0.21
H -7.219 0.413 0.729 0.21

41
Properties=species:S:1:pos:R:3:nbo_charge:R:1 method="wB97M-V/def2-TZVPD" relative_energy_kcal_mol=18.02 homo_ev=-8.27 e_tot_ev=-40467.930 homo_lumo_gap_ha=0.310 smiles="CC[C@@H](OC(=O)c1cccs1)C(=O)NCc1ccc2c(c1)OCO2"
C -2.177 -0.065 3.162 -0.62
C -0.840 -0.074 2.434 -0.41
C -0.573 1.258 1.713 0.00
H -0.755 2.088 2.406 0.23
C -1.512 1.382 0.512 0.66
O -2.673 1.707 0.637 -0.63
N -0.943 1.061 -0.663 -0.61
H 0.020 0.764 -0.664 0.41
C -1.698 0.936 -1.892 -0.25
C -1.796 -0.509 -2.310 -0.03
C -1.278 -0.942 -3.519 -0.21
C -1.335 -2.280 -3.907 -0.26
C -1.918 -3.160 -3.030 0.22
C -2.438 -2.731 -1.805 0.31
C -2.392 -1.415 -1.425 -0.29
H -2.803 -1.085 -0.485 0.23
O -2.953 -3.805 -1.131 -0.49
C -2.756 -4.922 -1.971 0.24
O -2.098 -4.512 -3.151 -0.48
H -2.142 -5.673 -1.449 0.16
H -3.731 -5.367 -2.229 0.16
H -0.937 -2.614 -4.850 0.23
H -0.823 -0.228 -4.187 0.21
H -1.226 1.534 -2.677 0.20
H -2.692 1.342 -1.678 0.25
O 0.787 1.307 1.268 -0.52
C 1.676 1.890 2.097 0.78
O 1.393 2.372 3.166 -0.58
C 3.021 1.866 1.532 -0.36
C 3.466 1.322 0.354 -0.18
C 4.846 1.501 0.167 -0.27
C 5.426 2.175 1.200 -0.39
S 4.308 2.603 2.422 0.51
H 6.458 2.443 1.311 0.24
H 5.386 1.147 -0.693 0.23
H 2.822 0.814 -0.339 0.23
H -0.808 -0.884 1.701 0.20
H -0.030 -0.233 3.150 0.22
H -2.378 -1.046 3.585 0.21
H -2.981 0.197 2.480 0.23
H -2.162 0.665 3.968 0.21